[1]
The following is a DFT calculation (the ωB97M-V functional and the def2-TZVPD basis) of the molecule C5H8N2S at a distorted geometry.

For the strongest force on any atom, the calculation gives 1.49 eV/A. The value obtained for the energy above the lowest of the compared OMol25 structures with the same formula, charge and spin is 21.47 kcal per mole. Its SMILES is [H]/N=C1/CSC=CN1C. As for the energy: -19129.4901 eV. The HOMO-LUMO gap is 8.809 eV.

Structure (XYZ):
```
16
C5H8N2S (the ωB97M-V functional and the def2-TZVPD basis)
C -0.73882 1.58544 0.88318
C -1.28216 -0.61506 -0.13434
C -1.07517 -1.61039 -1.01030
C 1.43551 -1.17643 -0.39126
C 1.03609 0.20648 0.00231
H -0.10261 1.89389 1.70213
H -0.74852 2.37398 0.11082
H -1.75997 1.44654 1.27699
H -2.20301 -0.46731 0.36961
H -1.87653 -2.31318 -1.24781
H 1.32384 -1.87817 0.44437
H 2.46123 -1.16919 -0.77533
H 1.46121 2.03122 0.19962
N -0.30090 0.34387 0.27627
N 1.88735 1.12569 0.08088
S 0.48247 -1.77736 -1.78714
```

[2]
The following is a DFT calculation (the ωB97M-V functional and the def2-TZVPD basis) of a cluster of 6 separate species, C24H30F18O12 in total at a distorted geometry.

For the strongest force on any atom, the calculation gives 2.66 eV/A. The value obtained for the energy above the lowest of the compared OMol25 structures with the same formula, charge and spin is 11.63 kcal per mole. Its SMILES is CCOC(=O)C(F)(F)F.CCOC(=O)C(F)(F)F.CCOC(=O)C(F)(F)F.CCOC(=O)C(F)(F)F.CCOC(=O)C(F)(F)F.CCOC(=O)C(F)(F)F. As for the energy: -98861.2371 eV. The HOMO-LUMO gap is 11.712 eV.

Structure (XYZ):
```
84
C24H30F18O12 (the ωB97M-V functional and the def2-TZVPD basis)
C -0.55410 0.36002 3.92252
C -1.80287 -0.35525 4.39794
O -2.74745 -0.29727 3.33258
C -3.47848 -1.35741 3.08638
O -3.52336 -2.37377 3.70833
C -4.41045 -1.17915 1.85582
F -4.21599 -2.10589 0.96310
F -5.66622 -1.27874 2.27584
F -4.29530 0.02617 1.30609
H -0.05632 -0.24199 3.16436
H 0.09673 0.45514 4.79598
H -0.73236 1.37361 3.57577
H -2.17660 0.08751 5.32012
H -1.53250 -1.37389 4.67217
C 2.67385 -2.07728 -0.94737
C 4.07218 -1.51982 -0.84571
O 5.02140 -2.59301 -0.65190
C 6.25378 -2.25400 -0.33627
O 6.62685 -1.15203 -0.15285
C 7.17870 -3.47360 -0.24850
F 7.28098 -3.89510 0.99982
F 6.78879 -4.46171 -1.01398
F 8.39320 -3.10266 -0.66830
H 1.98108 -1.24220 -0.85322
H 2.37515 -2.84182 -0.23410
H 2.57224 -2.54597 -1.92874
H 4.14714 -0.90565 0.05685
H 4.38512 -0.88778 -1.67653
C 0.08980 -0.02228 -4.88056
C -0.33365 -1.46079 -5.02551
O -1.51564 -1.74389 -4.28319
C -1.40891 -2.14742 -3.04277
O -0.42457 -2.15207 -2.39519
C -2.76570 -2.46557 -2.39278
F -2.75216 -3.72697 -1.96105
F -2.95352 -1.68782 -1.33809
F -3.75481 -2.31087 -3.24125
H 0.92332 0.26535 -5.51624
H 0.39054 0.17030 -3.84917
H -0.76048 0.64089 -5.05215
H 0.50108 -2.09833 -4.73010
H -0.53704 -1.71170 -6.06377
C 4.00763 1.32070 1.66746
C 2.85528 0.53470 2.24579
O 3.13011 0.27287 3.64695
C 3.78759 -0.84215 3.88411
O 3.89027 -1.75171 3.15633
C 4.36645 -0.87308 5.31918
F 4.21477 0.27959 5.95437
F 3.78467 -1.84189 6.05110
F 5.65760 -1.16280 5.22936
H 3.65718 1.65659 0.68554
H 4.92952 0.76703 1.48632
H 4.24079 2.17335 2.30126
H 2.59818 -0.33833 1.64012
H 1.90855 1.07745 2.29572
C 0.90702 1.61099 -1.49987
C -0.15195 1.09299 -0.56721
O -1.04727 2.15332 -0.20939
C -0.69626 2.97865 0.74251
O 0.32505 2.93110 1.33833
C -1.75163 4.08227 0.97270
F -1.53545 5.11316 0.14693
F -2.98823 3.61873 0.76844
F -1.67550 4.48715 2.22472
H 1.59140 2.36068 -1.09690
H 0.49187 1.98685 -2.43484
H 1.60949 0.82021 -1.79408
H 0.28216 0.58576 0.29350
H -0.79823 0.40128 -1.10297
C -6.73402 0.93312 -1.16150
C -5.26418 0.80225 -1.46736
O -4.76790 2.10253 -1.81745
C -3.57714 2.13848 -2.37190
O -2.86022 1.21268 -2.54273
C -3.20510 3.56752 -2.82435
F -3.35463 3.63452 -4.15179
F -3.93892 4.50482 -2.24359
F -1.93533 3.83793 -2.55834
H -6.91474 1.63150 -0.33953
H -7.24788 0.00237 -0.92360
H -7.28939 1.32303 -2.01839
H -5.21773 0.12377 -2.32805
H -4.63737 0.35471 -0.70125
```

[3]
The following is a DFT calculation (the ωB97M-V functional and the def2-TZVPD basis) of a cluster of 2 separate species, C6H7N in total at a distorted geometry.

For the strongest force on any atom, the calculation gives 4.23 eV/A. The value obtained for the energy above the lowest of the compared OMol25 structures with the same formula, charge and spin is 132.46 kcal per mole. As for the energy: -7819.9031 eV. The HOMO-LUMO gap is 9.513 eV.

Structure (XYZ):
```
14
C6H7N (the ωB97M-V functional and the def2-TZVPD basis)
C 2.45133 -0.40282 -0.21476
C -0.18457 -0.19428 1.46347
C -0.74661 -0.66913 0.37649
C 0.22133 0.39480 0.20351
C -1.46943 -1.56755 -0.52448
C 0.27280 1.79441 -0.30600
N 3.50482 -0.82727 -0.12190
H 0.02312 0.02247 2.51765
H -2.28221 -0.99921 -0.88708
H -1.73636 -2.48885 -0.03140
H -0.71238 -1.48938 -1.26589
H 1.26062 2.25161 -0.02243
H -0.66746 2.27134 0.12811
H 0.06501 1.90388 -1.31529
```

[4]
The following is a DFT calculation (the ωB97M-V functional and the def2-TZVPD basis) of a structure of composition C36H10Cl5F15GeN3O2RhS.

Its multiplicity is 5. For the strongest force on any atom, the calculation gives 0.90 eV/A. The value obtained for the energy above the lowest of the compared OMol25 structures with the same formula, charge and spin is 20.87 kcal per mole. As for the energy: -219790.6078 eV. The HOMO-LUMO gap (spin up / spin down) is 7.348 / 4.779 eV.

Structure (XYZ):
```
74
C36H10Cl5F15GeN3O2RhS (the ωB97M-V functional and the def2-TZVPD basis)
Rh -1.59303 0.67107 0.13336
O -5.60224 0.14018 1.16647
C -4.37655 0.20539 1.10801
N -3.61964 0.19936 0.00895
C -4.31686 0.15637 -1.24597
C -3.38485 0.40362 -2.40702
C -3.87186 0.33924 -3.71034
C -3.01343 0.54984 -4.76786
C -1.67509 0.81354 -4.50385
C -1.26913 0.86186 -3.18816
N -2.10100 0.67238 -2.15748
C -3.59254 0.33397 2.40714
C -4.26147 0.57135 3.59830
C -3.51923 0.73385 4.75594
C -2.13581 0.62253 4.69822
C -1.54891 0.36326 3.47061
N -2.26101 0.23900 2.35267
H -4.80968 -0.81223 -1.39702
H -5.12468 0.89858 -1.27409
H -4.91874 0.11926 -3.87324
H -3.37630 0.50292 -5.78606
H -0.96088 0.97223 -5.29885
H -0.23803 1.05077 -2.92862
H -5.34054 0.62699 3.57879
H -4.01246 0.93674 5.69791
H -1.52336 0.72221 5.58382
H -0.47583 0.24209 3.36228
Cl -0.55144 4.78015 5.85612
C -1.10814 4.23165 4.35088
C -0.19924 3.60312 3.46607
Cl 1.43712 3.38839 3.92009
C -0.64970 3.14220 2.26010
Cl 0.35754 2.34674 1.14562
C -2.04220 3.28356 1.86268
O -2.45994 2.80393 0.80325
C -2.93532 3.95583 2.79561
Cl -4.55969 4.07815 2.33470
C -2.47188 4.39755 4.00855
Cl -3.54012 5.13159 5.12754
F 3.99984 0.69551 0.37429
C 3.91719 -0.36508 1.19889
C 3.11868 -1.44851 0.87984
C 3.04565 -2.45508 1.82853
F 2.22921 -3.49734 1.64484
C 3.76421 -2.42168 3.01071
F 3.67319 -3.41215 3.89674
C 4.57176 -1.33038 3.28116
F 5.26383 -1.27525 4.41615
C 4.64609 -0.28996 2.37294
F 5.40688 0.77349 2.64067
Ge 1.89204 -1.41269 -0.65954
S -0.02709 -1.13373 0.29796
C 2.71285 -0.19265 -1.98307
C 2.30290 1.10502 -2.21595
F 1.29683 1.63511 -1.49935
C 2.89195 1.93067 -3.15507
F 2.45450 3.17490 -3.34588
C 3.95862 1.45197 -3.89607
F 4.54139 2.22840 -4.80358
C 4.42145 0.16727 -3.67802
F 5.46024 -0.28995 -4.37480
C 3.79911 -0.62481 -2.72689
F 4.31742 -1.84336 -2.52625
C 1.82873 -3.10430 -1.66343
C 0.81766 -3.23137 -2.60161
F -0.01021 -2.20215 -2.84188
C 0.62411 -4.38184 -3.34464
F -0.36312 -4.46577 -4.23760
C 1.47892 -5.45357 -3.15806
F 1.31178 -6.57039 -3.86059
C 2.51929 -5.35453 -2.25089
F 3.35797 -6.37778 -2.09283
C 2.68368 -4.18344 -1.53134
F 3.73858 -4.12386 -0.71051
```